Record 1
87
Properties=species:S:1:pos:R:3:lowdin_spin:R:1 method="wB97M-V/def2-TZVPD" total_charge=+2 orbital_gap_ha="0.2224 / 0.2421" spin_multiplicity=2 e_lumo_ev="-7.2 / -7.2"
Sr 0.79552 -1.50950 0.11213 0.004
C -3.57098 -0.58870 1.28704 0.032
P -2.51097 -1.34158 0.00492 0.108
C -2.61198 -3.11314 0.52648 0.007
C -3.52004 -1.32894 -1.51386 0.000
C -4.83222 -0.87301 -1.60155 0.002
C -5.49424 -0.89200 -2.82229 -0.002
C -4.85947 -1.36861 -3.96167 0.009
C -3.55362 -1.83145 -3.88577 0.022
C -2.88595 -1.80176 -2.66312 0.086
P -1.19872 -2.47007 -2.48932 0.448
C -0.23102 -1.82994 -3.87704 0.044
C -1.41421 -4.26467 -2.63043 0.038
H -4.40910 -1.24417 1.52627 0.005
H -3.95380 0.37880 0.96046 0.000
H -2.97517 -0.41790 2.18378 0.000
H -3.53031 -3.57990 0.16958 0.001
H -2.61346 -3.14498 1.61772 0.001
H -1.75643 -3.68903 0.17183 0.001
H -5.34889 -0.51154 -0.72204 0.000
H -6.51511 -0.53881 -2.88331 0.000
H -5.38193 -1.38324 -4.90880 0.001
H -3.06659 -2.21251 -4.77569 0.001
H -0.43021 -2.42560 -4.76983 0.012
H 0.82183 -1.88848 -3.61778 0.002
H -0.51630 -0.79649 -4.06875 0.000
H -2.45499 -4.52557 -2.45037 0.000
H -0.75465 -4.76564 -1.92859 0.005
H -1.13706 -4.57392 -3.63980 0.008
N 1.02942 -3.67135 1.38760 0.000
C 2.37911 -3.07436 1.32124 0.000
C 2.52202 -1.77369 2.20550 0.000
N 2.46008 -0.36146 1.49302 0.000
H 0.67714 -3.49877 2.32588 0.000
H 1.12315 -4.67362 1.27555 0.000
H 2.64803 -2.85599 0.27632 0.000
H 3.17037 -3.75278 1.63487 0.000
H 3.49724 -1.80641 2.68027 0.000
H 1.74924 -1.77329 2.97306 0.000
H 2.96686 0.30620 2.09021 0.000
H 1.39075 -0.06063 1.61041 0.000
C -1.41882 2.39348 -3.01288 0.000
C -1.24059 1.71887 -1.63597 0.000
N -0.29838 2.48288 -0.82127 0.000
C 0.91192 2.76397 -1.59828 0.000
C 0.59761 3.77137 -2.72580 0.000
N -0.90064 3.79856 -2.87397 0.000
C -1.51540 4.45441 -1.66675 0.000
C -0.93123 3.73903 -0.42621 0.000
H -2.45812 2.44659 -3.33281 0.000
H -0.82781 1.91961 -3.79555 0.000
H -0.89694 0.69156 -1.76144 0.000
H -2.19414 1.67700 -1.10696 0.001
H 1.28723 1.82116 -1.99051 0.000
H 1.67798 3.17755 -0.94375 0.000
H 1.02298 3.48465 -3.68583 0.000
H 0.90594 4.78938 -2.49283 0.000
H -1.14579 4.33225 -3.70536 0.000
H -2.59408 4.33620 -1.75700 0.000
H -1.27311 5.51452 -1.70516 0.000
H -1.72303 3.54213 0.29534 0.000
H -0.18546 4.36589 0.06179 0.000
C 5.00624 2.63679 4.70812 0.000
C 3.68335 1.97545 4.45237 0.000
C 3.34945 0.77735 5.08116 0.000
C 2.13869 0.14563 4.82950 0.000
C 1.24802 0.71846 3.93511 0.000
C 1.53973 1.93538 3.32353 0.000
C 2.75489 2.54898 3.57666 0.000
S -0.22893 -0.14067 3.46253 0.000
O -0.08882 -0.23751 1.93489 0.005
O -1.36511 0.66108 3.78900 0.000
O -0.13267 -1.47986 4.00041 0.000
H 5.38928 2.38288 5.69466 0.000
H 4.92525 3.72020 4.63726 0.000
H 5.74433 2.31111 3.97183 0.000
H 4.04384 0.33448 5.78432 0.000
H 1.88122 -0.78538 5.31837 0.000
H 0.82030 2.38222 2.64666 0.000
H 2.98716 3.49567 3.10422 0.000
F 1.57849 -0.19978 -1.48458 0.001
Sb 3.94749 -0.41974 -0.11503 0.000
F 5.06614 0.33993 1.18036 0.000
F 0.74884 -3.00817 -1.57460 0.156
F 4.64780 -2.07712 0.39022 0.000
F 4.01078 -1.03828 -1.85174 0.000
F 3.80080 1.32839 -0.73815 0.000

---

Record 2
12
Properties=species:S:1:pos:R:3:mulliken_charge:R:1 method="wB97M-V/def2-TZVPD" orbital_gap_ha=0.3121 spin_multiplicity=1 e_lumo_ev=0.6
C 0.44169 -0.37688 1.48092 0.684
C -0.34374 1.61571 -0.20594 -0.694
C 0.03577 -1.54299 -0.67441 -0.678
N 0.85589 0.84938 0.00841 -0.645
N 0.51198 -0.56635 0.25448 0.168
O 0.46912 -0.14630 2.62159 -0.420
H -0.37778 2.39443 0.64938 0.237
H -0.02174 2.33705 -0.97001 0.219
H -1.16306 0.94279 -0.50288 0.338
H -0.80433 -2.27996 -0.16017 0.274
H -0.54582 -1.07117 -1.50575 0.246
H 0.94202 -2.15570 -0.99562 0.270